[1]
{"formula": "C5H12O", "method": "ωB97M-V/def2-TZVPD", "species": ["C", "C", "C", "O", "C", "C", "H", "H", "H", "H", "H", "H", "H", "H", "H", "H", "H", "H"], "coordinates": [[2.812, -0.666, -0.238], [1.311, -0.610, 0.075], [0.649, 0.770, 0.221], [-0.532, 0.772, -0.575], [-1.773, 0.698, 0.096], [-2.767, -0.123, -0.715], [3.021, -1.541, -0.864], [3.440, -0.752, 0.654], [3.146, 0.215, -0.798], [1.086, -1.241, 0.943], [0.754, -1.021, -0.770], [0.411, 1.024, 1.265], [1.305, 1.564, -0.163], [-2.167, 1.716, 0.237], [-1.652, 0.247, 1.092], [-3.767, -0.036, -0.274], [-2.494, -1.183, -0.735], [-2.820, 0.236, -1.748]], "atomic_forces_ev_per_a": [[0.054, 0.034, -0.005], [-0.115, -0.103, -0.077], [0.098, 0.020, 0.054], [-0.009, 0.138, -0.050], [-0.252, 0.023, 0.177], [0.012, 0.004, -0.009], [0.030, 0.119, 0.150], [-0.140, 0.112, -0.075], [-0.106, -0.108, 0.067], [0.001, 0.084, -0.147], [0.201, -0.220, 0.053], [0.031, -0.065, -0.177], [-0.109, -0.170, 0.011], [0.031, -0.105, 0.055], [0.035, 0.073, -0.124], [0.167, -0.017, -0.058], [0.027, 0.181, 0.000], [0.041, 0.000, 0.155]], "smiles": "CCCOCC", "homo_ev": -9.5, "total_energy_ha": -272.9150, "de_lowest_kj_mol": 88.25}

---

[2]
{"formula": "C2H5BrCl2Si", "method": "ωB97M-V/def2-TZVPD", "species": ["C", "C", "Si", "Cl", "Cl", "Br", "H", "H", "H", "H", "H"], "coordinates": [[1.432, -0.029, 0.375], [0.319, 0.593, -0.466], [-1.400, 0.114, 0.158], [-1.558, -2.881, -1.045], [-1.755, -0.385, 2.031], [-3.026, 1.187, -0.830], [1.353, 0.273, 1.419], [1.391, -1.115, 0.324], [2.402, 0.291, 0.003], [0.421, 0.269, -1.506], [0.420, 1.683, -0.464]], "atomic_forces_ev_per_a": [[-0.042, -0.135, 0.127], [-0.154, -0.251, 0.366], [0.319, -1.304, -2.192], [0.168, 2.127, 0.810], [0.030, -0.024, 0.452], [0.285, -0.308, 0.276], [0.065, -0.023, 0.047], [0.011, -0.070, 0.030], [0.039, 0.022, -0.024], [-0.374, -0.044, 0.061], [-0.346, 0.011, 0.048]], "homo_ev": -9.1, "total_energy_ha": -3863.1527, "de_lowest_kj_mol": 245.13}

---

[3]
{"formula": "C30H26N3PPtSe3Te", "method": "ωB97M-V/def2-TZVPD", "species": ["Pt", "Se", "Se", "Te", "Se", "C", "N", "C", "C", "C", "C", "C", "N", "C", "C", "C", "C", "C", "C", "H", "H", "H", "H", "H", "H", "H", "H", "H", "H", "H", "N", "P", "C", "C", "C", "C", "C", "C", "C", "C", "C", "C", "C", "C", "C", "C", "C", "C", "C", "C", "H", "H", "H", "H", "H", "H", "H", "H", "H", "H", "H", "H", "H", "H", "H"], "coordinates": [[-2.344, 0.116, -0.546], [-2.690, 0.442, 1.859], [-4.117, -1.224, 2.828], [-3.777, -3.738, 0.922], [-2.943, -2.882, -1.146], [-1.282, -0.641, -3.517], [-2.073, 0.226, -2.667], [-2.908, 1.035, -3.232], [-3.884, 1.655, -2.432], [-4.911, 2.584, -2.664], [-5.577, 2.727, -1.451], [-4.943, 1.885, -0.533], [-3.927, 1.247, -1.119], [0.216, -0.484, -3.417], [0.998, -1.463, -2.812], [2.380, -1.360, -2.814], [2.998, -0.271, -3.414], [2.226, 0.723, -3.993], [0.843, 0.613, -3.994], [-1.570, -0.470, -4.565], [-1.552, -1.672, -3.274], [-2.900, 1.173, -4.315], [-5.125, 3.081, -3.599], [-6.427, 3.361, -1.245], [-5.158, 1.713, 0.511], [0.506, -2.291, -2.318], [2.978, -2.118, -2.323], [4.077, -0.182, -3.397], [2.703, 1.588, -4.442], [0.236, 1.391, -4.447], [-0.370, -0.287, -0.274], [0.448, -0.251, 0.991], [2.226, -0.465, 0.646], [2.971, -1.563, 1.069], [4.318, -1.660, 0.751], [4.940, -0.656, 0.022], [4.200, 0.442, -0.401], [2.854, 0.530, -0.098], [0.123, -1.549, 2.244], [-0.180, -2.794, 1.704], [-0.444, -3.878, 2.530], [-0.430, -3.718, 3.905], [-0.173, -2.466, 4.451], [0.104, -1.387, 3.628], [0.612, 1.338, 1.930], [-0.114, 2.421, 1.439], [0.019, 3.677, 2.008], [0.887, 3.869, 3.073], [1.635, 2.803, 3.554], [1.507, 1.548, 2.975], [2.496, -2.344, 1.648], [4.887, -2.522, 1.082], [5.994, -0.729, -0.221], [4.675, 1.225, -0.981], [2.269, 1.374, -0.444], [-0.252, -2.888, 0.626], [-0.703, -4.835, 2.092], [-0.665, -4.555, 4.552], [-0.219, -2.324, 5.524], [0.251, -0.407, 4.064], [-0.787, 2.250, 0.604], [-0.565, 4.506, 1.625], [0.987, 4.850, 3.525], [2.326, 2.951, 4.377], [2.120, 0.728, 3.335]], "atomic_forces_ev_per_a": [[0.591, 1.096, 0.138], [-0.267, -0.454, 0.027], [0.313, 0.347, -0.405], [-0.123, -0.030, 0.200], [0.009, -0.184, -0.245], [0.077, -0.074, -0.038], [-0.039, 0.091, -0.029], [0.149, -0.312, -0.050], [-0.366, 0.308, 0.311], [0.139, -0.010, -0.282], [-0.258, 0.215, -0.038], [0.226, -0.214, 0.182], [-0.662, -0.221, 0.020], [0.057, 0.011, 0.007], [-0.029, 0.016, -0.025], [-0.018, -0.055, -0.027], [0.023, -0.014, 0.018], [0.033, 0.084, -0.036], [-0.079, -0.020, 0.007], [-0.007, -0.023, 0.032], [0.062, 0.022, 0.030], [-0.007, -0.029, 0.005], [0.001, -0.007, 0.003], [-0.010, 0.005, -0.010], [-0.005, -0.006, 0.007], [-0.004, 0.007, 0.017], [0.002, 0.008, 0.027], [0.017, -0.016, -0.010], [-0.017, -0.008, -0.002], [-0.001, 0.006, -0.002], [-0.399, -0.473, -1.069], [0.171, 0.063, 1.322], [0.156, -0.254, -0.057], [-0.083, 0.129, -0.059], [0.176, -0.056, -0.009], [0.007, -0.016, 0.000], [0.106, 0.034, -0.018], [0.021, 0.040, 0.026], [0.036, 0.095, 0.081], [0.021, -0.052, 0.021], [0.011, -0.005, -0.034], [0.000, -0.050, 0.045], [-0.001, -0.008, 0.086], [-0.007, -0.018, -0.092], [-0.053, 0.057, -0.106], [-0.003, -0.073, -0.017], [0.006, 0.044, 0.028], [-0.001, 0.062, 0.010], [0.062, 0.003, 0.071], [-0.011, -0.028, -0.029], [-0.013, -0.004, 0.002], [0.011, 0.006, -0.008], [0.007, -0.008, 0.007], [-0.001, -0.002, -0.003], [-0.005, 0.004, -0.016], [-0.012, -0.019, -0.008], [0.005, 0.001, 0.004], [-0.002, 0.010, 0.007], [0.000, -0.005, 0.002], [0.000, -0.015, -0.007], [-0.009, 0.002, -0.003], [-0.003, -0.006, -0.004], [0.006, -0.009, 0.006], [-0.006, 0.004, -0.009], [0.002, 0.008, -0.005]], "homo_ev": [-0.1, -0.4], "spin_multiplicity": 3, "charge": -2, "total_energy_ha": -9256.1116, "de_lowest_kj_mol": 36.91}